No. 1
DFT (the ωB97M-V functional and the def2-TZVPD basis) results for an isolated molecule of C6H5FIN at a distorted geometry.

Properties
HOMO   -8.9 eV
Max |F|   4.86 eV/A
Energy above the lowest of the compared OMol25 structures with the same formula, charge and spin   1.055 eV
SMILES   F/C=C1\C=C[C@H](I)N=C1
E   -683.86887 Ha

```
! RIJCOSX wB97M-V def2-TZVPD def2/J DEFGRID3
* xyz 0 1
F -2.28 2.16 -1.13
C -1.94 0.86 -1.02
C -0.85 0.44 -0.37
C 0.34 1.17 0.20
C 1.28 0.44 0.78
C 1.24 -1.03 0.86
I 3.08 -1.71 -0.24
N 0.14 -1.64 0.32
C -0.78 -0.98 -0.22
H -2.52 0.17 -1.50
H 0.37 2.16 0.12
H 2.06 0.88 1.22
H 1.39 -1.39 1.86
H -1.52 -1.53 -0.88
*
```

***

No. 2
DFT (the ωB97M-V functional and the def2-TZVPD basis) results for an isolated molecule of C2H7NO3S2 at a distorted geometry.

Properties
HOMO   -8.8 eV
Max |F|   3.77 eV/A
Energy above the lowest of the compared OMol25 structures with the same formula, charge and spin   3.620 eV
SMILES   CCS(=O)(=O)N(O)S
E   -1157.11540 Ha

```
! RIJCOSX wB97M-V def2-TZVPD def2/J DEFGRID3
* xyz 0 1
C -1.07 -1.97 0.71
C 0.17 -1.18 0.44
S -0.27 0.51 -0.29
O -0.89 1.30 0.79
O -0.80 0.33 -1.68
N 1.24 1.32 -0.55
O 1.71 1.97 0.49
S 1.35 2.35 -1.88
H -1.96 -1.28 1.07
H -1.34 -2.62 -0.15
H -0.72 -2.68 1.49
H 0.74 -1.77 -0.20
H 0.61 -0.78 1.38
H 1.01 2.50 0.93
H 0.23 2.01 -2.57
*
```

***

No. 3
DFT (the ωB97M-V functional and the def2-TZVPD basis) results for a structure of composition C2H4Cl2F8MgN4O16S8 at a distorted geometry.

Properties
HOMO   -5.1 eV
Max |F|   10.10 eV/A
E   -6606.33121 Ha

```
! RIJCOSX wB97M-V def2-TZVPD def2/J DEFGRID3
* xyz -2 1
Mg -0.32 0.04 -0.09
N -0.04 0.25 -1.87
S -0.94 0.12 -3.09
O -0.77 -1.00 -3.96
O -1.58 1.33 -3.56
F -2.03 -0.56 -2.17
S 1.23 0.69 -2.94
O 1.07 1.62 -4.02
O 2.29 -0.32 -3.05
F 1.87 1.64 -1.83
N -0.69 3.91 1.21
S 0.78 2.98 1.25
O 2.05 3.65 1.29
O 0.76 1.63 0.62
F 0.61 2.61 2.81
S -0.23 4.45 -0.16
O -0.11 3.58 -1.32
O 0.55 5.69 -0.09
F -1.70 5.16 -0.41
N 3.49 -1.20 -0.72
S 2.54 -1.66 0.68
O 1.27 -0.95 0.62
O 3.24 -1.99 1.95
F 2.22 -3.15 0.07
S 4.42 -0.23 0.15
O 5.62 -0.76 0.74
O 3.79 1.00 0.60
F 5.00 0.33 -1.26
N -1.68 0.42 1.02
S -3.18 1.22 0.77
O -3.16 2.49 1.48
O -4.39 0.44 0.66
F -3.01 1.85 -0.76
S -2.19 -0.06 2.39
O -2.92 -1.30 2.35
O -2.46 0.94 3.45
F -0.76 -0.61 2.89
Cl -0.10 -3.67 2.14
C -0.86 -4.76 0.94
C -1.91 -4.07 0.07
Cl -1.42 -2.45 -0.41
H -1.34 -5.62 1.40
H -0.03 -5.09 0.30
H -2.83 -3.92 0.63
H -2.17 -4.68 -0.79
*
```

***

No. 4
DFT (the ωB97M-V functional and the def2-TZVPD basis) results for the ion C5H9N2O with charge +1 at a distorted geometry.

Properties
HOMO (alpha / beta)   -13.7 / -13.7 eV
Max |F|   3.77 eV/A
Energy above the lowest of the compared OMol25 structures with the same formula, charge and spin   5.125 eV
SMILES   [H]/N=C(\C)OC[N+]1=CC1
E   -380.26345 Ha

```
! RIJCOSX wB97M-V def2-TZVPD def2/J DEFGRID3
* xyz 1 1
H 0.18 -1.84 -0.46
N 0.07 -0.86 -0.58
C 0.99 -0.05 -0.42
C 2.44 -0.40 -0.07
O 0.61 1.20 -0.35
C -0.75 1.46 -0.59
N -1.44 0.29 0.00
C -2.04 -0.06 1.08
C -2.67 -0.54 -0.10
H 3.03 0.49 -0.16
H 2.29 -0.78 1.01
H 2.74 -1.23 -0.76
H -0.92 1.45 -1.74
H -0.94 2.43 -0.06
H -1.88 -0.04 2.12
H -2.43 -1.58 -0.45
H -3.59 -0.08 -0.45
*
```

***

E of number 1 (C6H5FIN)? -683.86887 Ha

***

Look up the max |F| of the fourth one. 3.77 eV/A